# 1
This record from OMol25 describes an isolated molecule of C4H6O2S2. The level of theory is wB97M-V/def2-TZVPD.

ORCA input file:
```
! RIJCOSX wB97M-V def2-TZVPD def2/J DEFGRID3
* xyz 0 1
C -1.04 0.77 -0.90
C 0.07 0.60 0.11
C 1.32 -0.09 -0.44
O 1.09 -1.06 -1.34
S 2.81 0.39 0.05
C -0.42 -0.21 1.37
O -0.40 -1.50 1.06
S -0.94 0.35 2.80
H -1.43 -0.21 -1.15
H -1.78 1.42 -0.46
H -0.61 1.26 -1.79
H 0.34 1.56 0.51
H 1.98 -1.38 -1.56
H -0.99 -1.91 1.73
*
```

- gap between HOMO and LUMO (eV) = 9.0
- energy relative to the best compared isomer or geometry (same formula, charge and spin) (eV) = 1.087
- energy (Ha) = -1102.857991
- LUMO level (eV) = -0.07
- SMILES = CC(C(O)=S)C(O)=S
- maximum force (eV/Å) = 1.8

Results of the natural (NBO) charge analysis, in e, for atoms 1 through 5: number 1, C, carries -0.5976; number 2, C, carries -0.3924; number 3, C, carries 0.2493; number 4, O, carries -0.6479; number 5, S, carries -0.0771


# 2
This record from OMol25 describes a cluster of 2 separate species, C4H6O2S2 in total. The level of theory is wB97M-V/def2-TZVPD.

ORCA input file:
```
! RIJCOSX wB97M-V def2-TZVPD def2/J DEFGRID3
* xyz 0 3
C -0.85 -1.13 -1.42
C 2.43 0.10 0.17
C -1.30 -0.50 0.85
C -1.36 -0.27 -0.65
O -0.08 -1.95 -1.82
O -2.01 0.82 -1.06
S 4.01 0.31 0.30
S 1.27 1.41 -0.03
H -0.80 0.44 1.18
H -2.22 -0.83 1.17
H -0.60 -1.27 1.03
H 1.94 -0.89 0.09
H -2.38 1.34 -0.32
H 1.95 2.43 0.53
*
```

- gap between HOMO and LUMO (alpha / beta) (eV) = 5.7 / 7.8
- energy relative to the best compared isomer or geometry (same formula, charge and spin) (eV) = 0.230
- energy (Ha) = -1102.684678
- LUMO level (alpha / beta) (eV) = -0.55 / -1.26
- maximum force (eV/Å) = 5.8
- expectation value of S² = 2.01

Results of the natural (NBO) charge analysis, in e, for atoms 1 through 5: number 1, C, carries 0.3150; number 2, C, carries -0.4936; number 3, C, carries -0.7155; number 4, C, carries 0.2700; number 5, O, carries -0.4512


# 3
This record from OMol25 describes a structure of composition C4H6O2Sm. The level of theory is wB97M-V/def2-TZVPD.

ORCA input file:
```
! RIJCOSX wB97M-V def2-TZVPD def2/J DEFGRID3
* xyz 0 7
O 0.59 0.14 -2.79
C -0.47 0.00 -1.87
H 1.23 0.75 -2.39
H -0.81 -1.06 -1.90
C 0.01 0.39 -0.38
C -0.58 -0.27 0.64
C 0.04 -0.41 2.02
O 1.19 0.34 2.22
Sm 1.95 1.62 0.73
H -1.51 -0.85 0.52
H -1.12 0.99 -1.76
H 0.23 -1.49 2.20
H -0.75 -0.14 2.76
*
```

- gap between HOMO and LUMO (alpha / beta) (eV) = 6.0 / 6.1
- energy relative to the best compared isomer or geometry (same formula, charge and spin) (eV) = 0.704
- energy (Ha) = -964.296560
- LUMO level (alpha / beta) (eV) = -0.92 / -0.98
- maximum force (eV/Å) = 5.0
- expectation value of S² = 12.01

Results of the Löwdin charge analysis, in e, for atoms 1 through 5: number 1, O, carries -0.1315; number 2, C, carries -0.3221; number 3, H, carries 0.0403; number 4, H, carries 0.1132; number 5, C, carries -0.3071


> What is the energy in the third record?

-964.296560 Ha


> The highest energy belongs to which entry?

C4H6O2Sm


> Number 1 is which compound?

C4H6O2S2